{"formula": "C4H9NO2", "method": "ωB97M-V/def2-TZVPD", "symbols": ["C", "C", "O", "C", "N", "C", "O", "H", "H", "H", "H", "H", "H", "H", "H", "H"], "positions_angstrom": [[1.9303, -0.9142, 0.2663], [0.5542, -0.7976, -0.3261], [0.3443, -1.0055, -1.5113], [-0.5989, -0.4334, 0.6063], [-1.2564, 0.8288, 0.2941], [-1.9392, 0.9391, -0.7729], [-2.1012, 0.0770, -1.7811], [2.1788, 0.0056, 0.8081], [2.6653, -1.1086, -0.5165], [1.9407, -1.7331, 0.9970], [-1.3118, -1.2724, 0.5578], [-0.2352, -0.3711, 1.6365], [-2.5196, 1.8491, -0.9275], [-1.3431, -0.5517, -1.7935], [1.3160, 2.4134, 1.1376], [0.6244, 2.2022, 0.9483]], "atomic_forces_ev_per_a": [[0.0373, 0.0105, -0.0520], [-0.0139, -0.0734, -0.2863], [0.0641, 0.0999, 0.4738], [0.0338, -0.1258, 0.0999], [-0.2279, -0.0118, -0.3644], [0.0427, 0.1427, 0.2624], [0.1060, -0.0849, 0.0517], [-0.0604, -0.1522, -0.0863], [-0.1094, 0.0163, 0.1185], [-0.0273, 0.1301, -0.0886], [0.0741, 0.0823, -0.0211], [-0.0243, -0.0096, -0.1720], [0.0917, -0.1025, 0.0375], [-0.0307, 0.0285, -0.0050], [-0.0524, -0.0037, -0.0125], [0.0966, 0.0536, 0.0444]], "nbo_charge": [-0.72, 0.62, -0.57, -0.37, -0.52, 0.44, -0.69, 0.25, 0.24, 0.24, 0.22, 0.21, 0.16, 0.51, -0.03, 0.02], "orbital_gap_ha": 0.3854, "homo_energy_ev": -9.722, "smiles": "CC(=O)C/N=C\\O.[H][H]", "lumo_ev": 0.77, "e_tot_ha": -363.0021}